[1]
Entry from the OMol25 dataset: one molecule with the formula C8H8OS in a non-equilibrium geometry (wB97M-V/def2-TZVPD).

Values from the calculation:
HOMO	-9.181	eV
energy relative to the best compared isomer or geometry (same formula, charge and spin)	147.4	kJ/mol
charge	0
spin multiplicity	1

Geometry (Å):
O: 1.13 -1.92 1.86
C: 3.46 -0.68 0.93
C: 2.39 -0.98 0.08
C: -1.38 2.58 0.39
C: -1.88 1.44 -0.24
C: -0.22 2.36 1.07
C: -1.20 0.20 -0.20
C: 0.50 1.17 1.15
C: 0.04 0.04 0.53
S: 0.85 -1.59 0.48
H: 3.56 -0.99 1.93
H: 4.34 -0.17 0.66
H: 2.32 -0.82 -1.04
H: -1.77 3.56 0.12
H: -2.77 1.44 -0.74
H: 0.30 3.33 1.34
H: -1.54 -0.72 -0.58
H: 1.41 1.25 1.77

These are the natural (NBO) partial charges, in e, on atoms 1 to 5: -0.996, -0.323, -0.475, -0.199, -0.198

[2]
Entry from the OMol25 dataset: C8H9AuN3O6 as an isolated structure in a non-equilibrium geometry (wB97M-V/def2-TZVPD).

Values from the calculation:
HOMO	-5.015	eV
energy relative to the best compared isomer or geometry (same formula, charge and spin)	64.5	kJ/mol
charge	-1
spin multiplicity	1

Geometry (Å):
Au: 0.08 -1.93 1.18
C: -2.62 1.02 -0.70
C: -1.30 0.62 -1.29
N: -0.53 -0.33 -0.83
C: 0.57 -0.38 -1.65
C: 0.45 0.57 -2.64
N: -0.74 1.20 -2.38
C: 1.23 1.04 -3.82
O: 2.34 0.42 -4.11
O: 0.79 1.98 -4.46
C: 1.65 -1.40 -1.40
O: 2.66 -1.35 -2.15
O: 1.50 -2.23 -0.46
H: -2.77 0.47 0.22
H: -3.44 0.80 -1.38
H: -2.65 2.09 -0.48
H: -1.09 1.94 -2.96
H: 2.50 -0.38 -3.45
N: 0.76 0.22 2.71
C: 0.49 -0.47 3.98
C: -0.82 -1.26 3.97
O: -1.48 -1.25 5.01
O: -1.15 -1.92 2.90
H: 1.70 0.57 2.65
H: 0.12 0.98 2.56
H: 0.46 0.18 4.85
H: 1.29 -1.21 4.13

These are the natural (NBO) partial charges, in e, on atoms 1 to 5: 0.699, -0.658, 0.368, -0.477, 0.004

[3]
Entry from the OMol25 dataset: C8H9BrCl4MnNO2Si as an isolated structure (wB97M-V/def2-TZVPD).

Values from the calculation:
HOMO (spin up / spin down)	-11.444 / -11.445	eV
energy relative to the best compared isomer or geometry (same formula, charge and spin)	172.5	kJ/mol
charge	+1
spin multiplicity	4

Geometry (Å):
Mn: 0.51 -0.01 -0.03
Cl: -0.31 3.38 0.67
Si: 0.33 2.19 -0.81
Cl: 2.30 1.53 -0.47
Cl: 0.05 3.00 -2.61
Cl: 0.44 -1.95 -1.51
C: -0.10 -0.29 -1.93
H: -1.16 -0.28 -2.17
H: 0.51 0.08 -2.74
N: -1.36 -0.34 0.69
H: -2.07 -0.63 0.03
H: -1.73 0.42 1.25
H: -1.14 -1.14 1.33
Br: 2.48 -4.84 6.17
C: 2.79 -3.39 5.02
C: 4.01 -2.72 5.07
C: 4.24 -1.65 4.23
C: 3.27 -1.24 3.33
C: 2.06 -1.93 3.28
C: 1.81 -3.01 4.12
C: 0.99 -1.55 2.32
O: -0.01 -2.22 2.14
O: 1.21 -0.42 1.64
H: 4.76 -3.04 5.78
H: 5.19 -1.13 4.27
H: 3.44 -0.40 2.67
H: 0.87 -3.53 4.07

These are the natural (NBO) partial charges, in e, on atoms 1 to 5: 0.991, -0.265, 1.140, -0.205, -0.247

[4]
Entry from the OMol25 dataset: C8H9BrI2LuO4SSc as an isolated structure in a non-equilibrium geometry (wB97M-V/def2-TZVPD).

Values from the calculation:
HOMO (spin up / spin down)	-23.646 / -23.656	eV
energy relative to the best compared isomer or geometry (same formula, charge and spin)	0.0	kJ/mol
charge	+4
spin multiplicity	1

Geometry (Å):
I: -3.91 -0.29 2.18
I: 0.36 0.07 4.41
Sc: 0.81 1.52 2.20
Lu: -2.47 1.31 0.59
S: -0.26 0.06 0.45
C: -2.44 0.75 -1.77
C: -3.21 3.07 -0.87
C: 0.41 -1.48 -0.51
C: 1.42 -2.25 0.34
C: 1.04 -0.86 -1.77
C: -0.80 -2.37 -0.82
C: 2.05 3.39 2.01
C: 2.64 1.05 1.09
O: -3.43 4.02 -1.51
O: -2.23 0.53 -2.89
O: 2.56 4.39 1.79
O: 3.49 0.93 0.31
H: 1.82 -3.12 -0.22
H: 0.95 -2.61 1.28
H: 2.26 -1.60 0.66
H: 1.45 -1.63 -2.45
H: 1.84 -0.16 -1.47
H: 0.27 -0.27 -2.30
H: -0.49 -3.25 -1.41
H: -1.58 -1.81 -1.37
H: -1.28 -2.72 0.12
Br: -1.26 3.33 1.93

These are the natural (NBO) partial charges, in e, on atoms 1 to 5: 0.522, 0.558, 1.080, 1.287, -0.425

[5]
Entry from the OMol25 dataset: an isolated ion of composition C8H9BrN3 and charge +1 in a non-equilibrium geometry (wB97M-V/def2-TZVPD).

Values from the calculation:
SMILES	C[n+]1ccn2cc(Br)cc(N)c21
HOMO	-12.137	eV
energy relative to the best compared isomer or geometry (same formula, charge and spin)	58.5	kJ/mol
charge	+1
spin multiplicity	1

Geometry (Å):
C: 2.73 0.21 -0.26
N: 1.50 -0.60 -0.25
C: 1.42 -1.96 -0.12
C: 0.10 -2.29 -0.13
N: -0.65 -1.18 -0.11
C: -2.03 -1.04 -0.07
C: -2.77 0.08 0.07
Br: -4.62 0.12 0.05
C: -2.04 1.32 0.24
C: -0.74 1.43 0.14
N: 0.03 2.53 0.46
C: 0.23 -0.16 -0.13
H: 2.84 1.09 -0.86
H: 3.05 0.52 0.84
H: 3.48 -0.49 -0.66
H: 2.28 -2.57 -0.13
H: -0.41 -3.20 -0.05
H: -2.48 -2.00 -0.22
H: -2.42 2.36 0.40
H: 1.01 2.54 0.60
H: -0.54 3.27 0.17

These are the natural (NBO) partial charges, in e, on atoms 1 to 5: -0.430, -0.323, -0.034, -0.033, -0.302

[6]
Entry from the OMol25 dataset: a 2-piece molecular cluster, C8H9BrO2 overall in a non-equilibrium geometry (wB97M-V/def2-TZVPD).

Values from the calculation:
HOMO	-8.223	eV
energy relative to the best compared isomer or geometry (same formula, charge and spin)	49.5	kJ/mol
charge	0
spin multiplicity	1

Geometry (Å):
C: -1.98 1.88 -0.57
C: -1.28 2.11 0.55
C: -1.99 0.63 -1.08
C: -0.42 1.23 1.06
C: -1.09 -0.29 -0.66
C: -0.25 0.00 0.42
C: 1.55 -2.20 -0.86
C: 0.94 -0.74 0.88
O: 1.32 -0.45 2.13
O: 1.34 -1.93 0.53
Br: 2.72 0.95 -0.42
H: -2.72 2.66 -1.01
H: -1.38 3.07 1.09
H: -2.76 0.52 -1.86
H: 0.17 1.45 1.90
H: -1.06 -1.30 -1.03
H: 2.69 -2.13 -0.98
H: 1.17 -1.31 -1.40
H: 1.03 -3.13 -1.13
H: 2.02 -1.02 2.43

These are the natural (NBO) partial charges, in e, on atoms 1 to 5: -0.155, -0.219, -0.211, -0.113, -0.170

[7]
Entry from the OMol25 dataset: a 5-piece molecular cluster, C8H9Cl12F3O2 overall in a non-equilibrium geometry (wB97M-V/def2-TZVPD).

Values from the calculation:
SMILES	CCOC(=O)C(F)(F)F.ClC(Cl)Cl.ClC(Cl)Cl.ClC(Cl)Cl.ClC(Cl)Cl
HOMO	-10.976	eV
energy relative to the best compared isomer or geometry (same formula, charge and spin)	0.0	kJ/mol
charge	0
spin multiplicity	1

Geometry (Å):
C: -2.70 3.21 -0.24
C: -1.85 3.58 -1.45
O: -1.75 2.48 -2.38
C: -0.79 1.61 -2.20
O: -0.02 1.60 -1.31
C: -0.65 0.62 -3.39
F: -1.75 0.55 -4.14
F: 0.34 1.01 -4.16
F: -0.38 -0.64 -2.95
H: -2.44 2.25 0.20
H: -3.76 3.25 -0.50
H: -2.60 3.98 0.54
H: -0.87 3.94 -1.15
H: -2.36 4.37 -1.99
Cl: 4.62 -3.07 1.16
C: 3.63 -2.58 -0.19
Cl: 3.31 -3.95 -1.26
Cl: 4.34 -1.25 -1.10
H: 2.68 -2.25 0.17
Cl: 0.27 -0.75 1.35
C: -1.01 -1.39 0.33
Cl: -2.58 -0.68 0.79
Cl: -1.10 -3.15 0.43
H: -0.78 -1.09 -0.68
Cl: 3.86 1.77 1.98
C: 2.61 1.89 0.73
Cl: 3.21 2.63 -0.73
Cl: 1.28 2.87 1.37
H: 2.30 0.88 0.53
Cl: -0.91 -3.10 5.26
C: -1.02 -4.27 3.94
Cl: -2.29 -5.47 4.30
Cl: 0.51 -5.08 3.66
H: -1.37 -3.74 3.07

These are the natural (NBO) partial charges, in e, on atoms 1 to 5: -0.639, -0.082, -0.469, 0.701, -0.562

[8]
Entry from the OMol25 dataset: a 2-piece molecular cluster, C8H9Cl2N2 overall in a non-equilibrium geometry (wB97M-V/def2-TZVPD).

Values from the calculation:
HOMO (spin up / spin down)	-11.943 / -11.947	eV
energy relative to the best compared isomer or geometry (same formula, charge and spin)	0.0	kJ/mol
charge	+1
spin multiplicity	1

Geometry (Å):
C: -0.32 -2.56 1.61
C: 0.82 -1.80 1.84
C: -0.96 -2.47 0.37
C: 1.30 -0.92 0.90
C: -0.54 -1.57 -0.59
C: 0.63 -0.78 -0.33
C: -0.21 2.35 -0.54
C: 1.15 -0.04 -1.36
N: -0.76 2.80 -1.66
N: -0.30 2.94 0.63
Cl: 2.73 0.57 -1.36
Cl: 0.33 0.02 -2.83
H: -0.57 -3.39 2.38
H: 1.42 -1.75 2.69
H: -1.90 -3.12 0.33
H: 1.98 -0.11 1.14
H: -1.18 -1.47 -1.41
H: -0.82 2.12 -2.39
H: -1.58 3.36 -1.66
H: 0.02 2.37 1.35
H: -1.24 3.43 0.88

These are the natural (NBO) partial charges, in e, on atoms 1 to 5: -0.099, -0.217, -0.220, -0.095, -0.092

[9]
Entry from the OMol25 dataset: C8H9Cl3N2O5Pd as an isolated structure in a non-equilibrium geometry (wB97M-V/def2-TZVPD).

Values from the calculation:
HOMO	-16.717	eV
charge	+2
spin multiplicity	1

Geometry (Å):
Pd: 0.49 -0.49 -1.55
O: 0.27 1.56 -1.34
C: -0.30 2.40 -0.31
C: 0.50 2.64 0.97
N: 0.37 1.57 2.01
C: -0.64 1.50 2.78
C: -3.28 -0.39 0.34
O: -4.03 -0.56 1.19
O: -2.50 -0.20 -0.51
C: 1.48 0.59 2.10
C: 1.65 0.08 0.68
O: 0.69 -0.77 0.34
O: 2.44 0.57 -0.09
H: 1.04 2.01 -1.73
H: -0.46 3.38 -0.77
H: -1.28 1.97 -0.10
H: 1.56 2.77 0.79
H: 0.11 3.56 1.42
H: -0.71 0.71 3.52
H: -1.42 2.25 2.71
H: 2.38 1.13 2.42
H: 1.23 -0.19 2.81
Cl: -1.11 -4.54 -4.46
C: 0.03 -4.73 -3.14
Cl: 1.62 -5.20 -3.71
Cl: -0.58 -5.83 -1.91
C: 0.17 -3.40 -2.50
N: 0.28 -2.39 -1.98

These are the natural (NBO) partial charges, in e, on atoms 1 to 5: 1.145, -0.720, -0.088, -0.285, -0.214

[10]
Entry from the OMol25 dataset: one molecule with the formula C8H9ClN2O4 in a non-equilibrium geometry (wB97M-V/def2-TZVPD).

Values from the calculation:
HOMO (spin up / spin down)	-6.579 / -9.720	eV
charge	0
spin multiplicity	3

Geometry (Å):
C: -0.09 -0.75 -2.12
C: 1.15 -0.74 -1.23
C: -1.23 -1.02 -1.46
C: 1.40 0.43 -0.35
C: -1.25 -1.05 -0.02
C: 0.40 1.24 0.11
C: -2.58 -0.88 0.76
C: 0.46 2.09 1.31
N: 2.72 0.46 0.16
N: -0.14 -1.37 0.63
O: 3.52 -0.02 -0.61
O: 0.91 -1.67 -0.18
O: 2.96 0.97 1.23
O: 0.11 -1.42 1.85
Cl: -0.96 1.75 -0.86
H: -0.01 -0.70 -3.21
H: 2.05 -1.02 -1.79
H: -2.23 -0.94 -2.01
H: -2.56 -0.03 1.44
H: -2.85 -1.70 1.27
H: -3.47 -0.69 -0.01
H: 0.57 1.60 2.29
H: -0.34 2.95 1.38
H: 1.47 2.52 1.43

These are the natural (NBO) partial charges, in e, on atoms 1 to 5: -0.191, -0.018, -0.286, -0.025, 0.190

[11]
Entry from the OMol25 dataset: C8H9CoO8P as an isolated structure in a non-equilibrium geometry (wB97M-V/def2-TZVPD).

Values from the calculation:
HOMO (spin up / spin down)	-22.422 / -22.414	eV
charge	+3
spin multiplicity	5

Geometry (Å):
O: 0.50 -3.50 0.55
C: 0.41 -2.39 0.33
Co: 0.27 0.00 -0.14
O: 2.63 0.04 -1.80
C: 1.68 -0.08 -1.12
C: -0.11 1.76 -0.26
O: -0.27 2.89 -0.41
C: 1.01 0.25 1.41
O: 1.64 0.58 2.27
C: -0.90 -0.50 -1.30
O: -1.51 -0.67 -2.29
C: -1.56 -1.24 3.42
O: -1.18 -0.07 2.73
P: -2.05 0.94 1.56
O: -3.45 0.98 2.29
C: -4.69 0.38 1.99
O: -2.87 0.78 0.02
C: -3.34 2.04 -0.41
H: -0.89 -1.41 4.28
H: -1.45 -2.13 2.77
H: -2.58 -1.13 3.84
H: -4.54 -0.60 1.51
H: -5.17 0.29 2.97
H: -5.29 1.01 1.33
H: -4.43 2.04 -0.56
H: -3.12 2.84 0.32
H: -2.84 2.30 -1.36

These are the natural (NBO) partial charges, in e, on atoms 1 to 5: -0.274, 0.472, 0.700, -0.174, 0.475

Which value of spin multiplicity does entry 3 give? 4

Which formula does entry 6 have? C8H9BrO2